No. 1
{"formula": "C30H20N5O2Ru", "method": "ωB97M-V/def2-TZVPD", "symbols": ["Ru", "O", "C", "C", "C", "C", "C", "C", "C", "N", "N", "C", "O", "C", "C", "C", "C", "C", "C", "H", "H", "H", "H", "H", "H", "H", "H", "H", "H", "N", "C", "C", "C", "C", "C", "C", "H", "H", "H", "H", "H", "N", "C", "H", "N", "C", "C", "C", "C", "C", "C", "C", "C", "C", "H", "H", "H", "H"], "positions_angstrom": [[0.199700, -0.708100, -0.375500], [-0.776800, 1.090100, -1.865300], [-1.622600, 1.943000, -1.454900], [-2.666400, 2.378700, -2.316400], [-3.532600, 3.389200, -1.976400], [-3.419700, 4.015600, -0.733700], [-2.454800, 3.601700, 0.156600], [-1.549000, 2.566600, -0.151000], [-0.614900, 2.174100, 0.831800], [0.216500, 1.148900, 0.843900], [0.867600, 1.008400, 2.000700], [1.659500, -0.046000, 2.150700], [1.915200, -0.925400, 1.261000], [2.271600, -0.187000, 3.473200], [3.282200, -1.145700, 3.662300], [3.824100, -1.367400, 4.907300], [3.362400, -0.652700, 6.009400], [2.360200, 0.299200, 5.835000], [1.826000, 0.539400, 4.589500], [-2.728800, 1.898400, -3.283000], [-4.309000, 3.696700, -2.671800], [-4.095300, 4.822200, -0.474300], [-2.385900, 4.086300, 1.127000], [-0.619700, 2.768000, 1.750500], [3.609300, -1.707700, 2.797700], [4.601000, -2.112800, 5.049100], [3.775200, -0.836100, 6.994200], [1.990700, 0.835000, 6.702500], [1.041000, 1.266600, 4.448500], [-1.193200, -1.191000, 0.683000], [-2.409100, -1.448300, 1.048700], [-2.704300, -2.310300, 2.147800], [-4.000900, -2.555200, 2.522500], [-5.068300, -1.969600, 1.850000], [-4.810400, -1.135100, 0.763900], [-3.527000, -0.872200, 0.365100], [-1.871800, -2.765400, 2.669700], [-4.199100, -3.210800, 3.363800], [-6.086300, -2.154500, 2.167000], [-5.639300, -0.683400, 0.230600], [-3.314100, -0.230100, -0.479400], [2.433900, -0.082500, -2.416800], [1.593100, -0.319200, -1.614000], [2.648400, 0.277900, -3.321200], [-4.779700, -6.846400, -6.503200], [-4.137500, -6.197800, -5.782700], [-3.378500, -5.392000, -4.944000], [-2.223300, -4.735600, -5.430000], [-1.512100, -3.883600, -4.628200], [-1.901700, -3.634600, -3.296900], [-3.030400, -4.320800, -2.802200], [-3.747900, -5.174800, -3.595400], [-1.192100, -2.742400, -2.470400], [-0.558500, -2.006600, -1.731500], [-1.912500, -4.921300, -6.451800], [-0.631100, -3.389800, -5.017300], [-3.323200, -4.160800, -1.773400], [-4.610800, -5.698400, -3.201200]], "forces_ev_per_angstrom": [[0.485, 2.837, -3.899], [0.623, -1.436, 0.400], [0.039, 0.405, 0.632], [-0.122, 0.145, -0.217], [0.158, -0.152, 0.043], [-0.351, 0.395, 0.088], [0.360, -0.319, -0.086], [-0.907, 0.121, -1.282], [1.716, -1.445, 0.979], [-1.349, 0.539, -0.815], [1.241, 0.084, 2.319], [-1.248, 0.713, -2.077], [-0.403, -0.320, 0.098], [0.624, -0.328, 1.325], [-0.485, 0.395, -0.561], [0.154, 0.014, 0.682], [-0.035, 0.045, -0.184], [0.330, -0.198, 0.498], [0.004, -0.183, -0.654], [0.000, -0.107, -0.058], [0.047, -0.008, 0.022], [-0.018, -0.010, 0.068], [0.047, -0.068, 0.005], [0.114, -0.110, -0.025], [-0.056, -0.010, -0.022], [-0.032, 0.028, -0.085], [0.000, -0.016, 0.017], [-0.022, 0.066, -0.048], [-0.048, 0.012, -0.074], [-2.099, -0.815, 2.707], [0.041, -0.029, -0.188], [0.208, -0.209, 0.123], [-0.088, 0.042, -0.031], [-0.602, -0.126, 0.156], [0.017, 0.013, 0.154], [0.070, 0.163, -0.245], [0.011, -0.002, 0.033], [0.028, -0.044, 0.053], [-0.075, -0.048, 0.016], [-0.015, 0.047, -0.061], [-0.045, 0.043, -0.057], [-0.081, 0.026, -0.003], [1.205, 0.297, -0.423], [-0.092, -0.055, 0.030], [0.576, 0.504, 0.643], [-1.390, -1.430, -1.550], [1.233, 1.263, 1.284], [-0.671, -0.500, -0.082], [0.148, 0.114, 0.098], [-0.018, 0.107, 0.102], [0.110, 0.082, 0.150], [-0.101, -0.339, -0.748], [0.040, -0.089, -0.284], [0.753, -0.344, 0.936], [-0.014, 0.052, 0.007], [-0.021, 0.046, 0.072], [0.020, 0.083, 0.015], [-0.015, 0.060, 0.004]], "e_lumo_ev": [4.6, 4.6], "gap_ev": [5.118, 4.815], "multiplicity": 2, "charge": -2, "homo_ev": [-0.516, -0.221], "fmax_ev_per_a": 4.85}



No. 2
{"formula": "C30H20O10", "method": "ωB97M-V/def2-TZVPD", "symbols": ["O", "C", "C", "C", "C", "O", "C", "C", "H", "H", "H", "H", "O", "C", "C", "C", "C", "O", "C", "C", "H", "H", "H", "H", "O", "C", "C", "C", "C", "O", "C", "C", "H", "H", "H", "H", "O", "C", "C", "C", "C", "O", "C", "C", "H", "H", "H", "H", "O", "C", "C", "C", "C", "O", "C", "C", "H", "H", "H", "H"], "positions_angstrom": [[25.453000, 32.196000, 33.876000], [25.554000, 31.709000, 32.836000], [26.482000, 32.151000, 31.603000], [26.227000, 31.569000, 30.345000], [25.460000, 30.366000, 30.088000], [25.337000, 29.950000, 28.981000], [24.612000, 29.895000, 31.132000], [24.608000, 30.635000, 32.429000], [27.174000, 32.910000, 31.635000], [26.816000, 32.020000, 29.480000], [23.759000, 29.152000, 30.931000], [23.783000, 30.305000, 33.158000], [24.254000, 32.848000, 42.140000], [23.638000, 33.859000, 41.786000], [24.223000, 35.081000, 41.031000], [23.335000, 36.322000, 40.864000], [22.007000, 36.359000, 41.324000], [21.302000, 37.331000, 41.274000], [21.570000, 35.176000, 42.129000], [22.404000, 34.106000, 42.485000], [25.157000, 35.109000, 40.760000], [23.825000, 37.312000, 40.413000], [20.494000, 34.937000, 42.483000], [21.802000, 33.111000, 43.024000], [26.126000, 40.293000, 31.765000], [26.100000, 39.109000, 31.190000], [26.509000, 38.824000, 29.788000], [26.606000, 37.331000, 29.406000], [26.321000, 36.252000, 30.349000], [26.457000, 35.078000, 30.144000], [25.797000, 36.689000, 31.658000], [25.814000, 38.079000, 32.146000], [26.827000, 39.618000, 29.041000], [26.766000, 37.150000, 28.224000], [25.371000, 36.015000, 32.361000], [25.712000, 38.222000, 33.224000], [31.892000, 35.599000, 39.369000], [31.374000, 36.320000, 40.110000], [32.146000, 37.022000, 41.254000], [31.385000, 37.927000, 42.132000], [29.875000, 38.173000, 42.116000], [29.281000, 38.801000, 43.002000], [29.164000, 37.386000, 41.020000], [29.932000, 36.661000, 40.031000], [33.068000, 37.019000, 41.513000], [32.002000, 38.408000, 42.925000], [28.312000, 37.617000, 40.711000], [29.322000, 35.984000, 39.300000], [26.889000, 37.389000, 38.627000], [27.214000, 36.781000, 37.666000], [28.318000, 37.116000, 36.807000], [28.462000, 36.299000, 35.406000], [27.509000, 35.376000, 34.979000], [27.599000, 34.767000, 33.853000], [26.486000, 35.005000, 35.925000], [26.255000, 35.753000, 37.167000], [29.189000, 37.730000, 37.022000], [29.316000, 36.588000, 34.831000], [25.495000, 34.285000, 35.532000], [25.478000, 35.466000, 38.026000]], "forces_ev_per_angstrom": [[0.244, 2.411, 4.390], [0.860, -1.844, -6.552], [-3.426, -3.681, -1.847], [3.309, 2.939, 2.462], [-0.710, 1.404, 0.488], [0.233, -1.256, -2.539], [-2.273, 1.754, 6.705], [-1.850, -4.530, -3.966], [1.245, 1.828, 0.556], [-0.972, -0.879, 1.097], [1.730, 1.112, 0.259], [1.540, 0.783, -0.971], [-0.025, 1.238, -1.850], [2.390, 0.250, 2.085], [-9.688, 3.834, 1.206], [7.574, -3.146, -1.425], [-1.565, -1.023, 2.096], [-0.603, 0.946, -0.586], [-0.268, -4.090, 1.712], [-5.691, -0.314, -0.583], [5.068, 0.063, -1.518], [-1.227, -2.440, 1.016], [1.733, 1.574, -0.737], [2.352, 3.131, -1.439], [-0.093, -3.950, -3.401], [1.402, 5.563, 3.071], [0.487, -5.821, -1.558], [-0.026, 6.877, -2.485], [-1.080, 1.038, 1.004], [0.419, -0.965, -0.780], [-0.208, 5.741, 2.455], [0.049, -6.933, -2.330], [-0.754, -1.106, 1.261], [-0.048, 0.068, 3.213], [0.291, -1.089, 0.215], [-0.401, 0.535, -0.640], [2.014, -3.080, -3.248], [-0.683, 3.650, 4.337], [-10.587, 3.837, 1.351], [2.542, -2.419, -2.109], [-0.185, -0.802, 0.836], [1.322, -1.057, -2.035], [10.671, -2.415, -1.272], [-3.948, -0.032, 2.543], [6.310, -0.792, 0.845], [-0.869, -0.231, -0.569], [-7.867, 1.643, -1.714], [1.299, 1.682, 1.048], [-0.126, 1.672, 2.982], [-1.110, -1.159, -2.690], [2.248, -4.269, -7.352], [0.974, 5.950, 7.285], [-0.561, -3.610, -3.670], [-0.211, 2.126, 3.166], [-6.190, 0.765, 3.790], [0.238, -4.046, -2.108], [-0.542, 0.158, 0.279], [0.228, -0.113, -0.422], [3.583, 1.917, 1.171], [1.430, 0.602, -2.528]], "de_lowest_kcal_mol": 0.0, "e_lumo_ev": -3.0, "gap_ev": 6.965, "homo_ev": -9.988, "fmax_ev_per_a": 11.34, "smiles": "O=C1C=CC(=O)C=C1.O=C1C=CC(=O)C=C1.O=C1C=CC(=O)C=C1.O=C1C=CC(=O)C=C1.O=C1C=CC(=O)C=C1"}



No. 3
{"formula": "C30H21BBr3F8InN3OP", "method": "ωB97M-V/def2-TZVPD", "symbols": ["In", "Br", "C", "Br", "H", "H", "C", "C", "C", "C", "C", "C", "N", "N", "C", "C", "C", "C", "C", "N", "H", "H", "H", "H", "H", "H", "H", "H", "H", "F", "C", "C", "F", "C", "F", "C", "P", "C", "C", "C", "C", "C", "C", "C", "C", "C", "C", "C", "C", "C", "Br", "C", "F", "H", "H", "H", "H", "H", "H", "H", "H", "H", "H", "F", "B", "F", "F", "F", "O"], "positions_angstrom": [[0.057453, -0.364750, 0.164772], [-1.612406, 1.141507, -2.019287], [-3.308979, 0.214694, -1.790560], [-3.186214, -1.501687, -0.942930], [-3.708547, 0.078858, -2.785489], [-3.897696, 0.855453, -1.148663], [-0.432640, -3.185514, 5.150233], [-0.616448, -1.891872, 4.678219], [-0.539357, -1.627027, 3.322798], [-0.282691, -2.666848, 2.427213], [-0.096008, -3.967873, 2.896384], [-0.172965, -4.216251, 4.256107], [-0.204589, -2.357307, 1.056390], [-0.173249, -3.369013, 0.238436], [-0.005213, -3.054337, -1.069405], [0.054386, -4.118067, -1.992503], [0.286029, -3.855730, -3.312275], [0.457371, -2.523326, -3.730708], [0.365526, -1.529130, -2.797439], [0.132286, -1.769850, -1.491664], [-0.491410, -3.390903, 6.211114], [-0.825001, -1.082161, 5.364455], [-0.684968, -0.619862, 2.957440], [0.107819, -4.761667, 2.193645], [-0.028257, -5.224968, 4.621692], [-0.076410, -5.118555, -1.605625], [0.341678, -4.663668, -4.029778], [0.653799, -2.272219, -4.762553], [0.483086, -0.491577, -3.074866], [5.594119, 4.895297, 1.520628], [4.923038, 3.875080, 1.002047], [5.595987, 2.733122, 0.613456], [6.916015, 2.655449, 0.753431], [4.881351, 1.678827, 0.074009], [5.572747, 0.598316, -0.299548], [3.503175, 1.722872, -0.076198], [2.607761, 0.339579, -0.852756], [3.233497, -1.175434, -0.058231], [3.106944, -2.395036, -0.725716], [3.359602, -3.587324, -0.063007], [3.731786, -3.574748, 1.272633], [3.858117, -2.365486, 1.942241], [3.607620, -1.171948, 1.284813], [3.324670, 0.411538, -2.535637], [4.414123, -0.325730, -2.990725], [4.876170, -0.157794, -4.288508], [4.270233, 0.757925, -5.136763], [3.199185, 1.515000, -4.683559], [2.727207, 1.336382, -3.392565], [2.840730, 2.886284, 0.323058], [0.975057, 3.051110, 0.204073], [3.547869, 3.949569, 0.852212], [2.933528, 5.064276, 1.237601], [2.792779, -2.423681, -1.762058], [3.248925, -4.525965, -0.590717], [3.914916, -4.505378, 1.793647], [4.136236, -2.349413, 2.987765], [3.668372, -0.236997, 1.825905], [4.921062, -1.017259, -2.331857], [5.723875, -0.736845, -4.631264], [4.638538, 0.888787, -6.145872], [2.729333, 2.241969, -5.333054], [1.892794, 1.935716, -3.039736], [-1.796338, 2.803597, 0.998009], [-2.506446, 1.735715, 1.498007], [-1.699361, 0.489328, 1.063764], [-3.747712, 1.602393, 0.902901], [-2.561462, 1.664650, 2.860472], [1.190755, 0.496850, 1.612352]], "forces_ev_per_angstrom": [[-0.168, -0.119, 0.379], [0.096, 0.015, 0.039], [-0.038, -0.008, 0.114], [0.028, 0.020, -0.121], [-0.048, 0.029, 0.006], [-0.052, 0.013, -0.002], [-0.006, 0.024, 0.047], [0.017, -0.041, 0.003], [0.020, -0.067, -0.063], [-0.001, 0.083, -0.096], [-0.019, -0.012, 0.054], [0.005, -0.001, -0.027], [0.021, 0.458, 0.116], [0.008, -0.264, -0.425], [-0.071, 0.014, 0.409], [0.032, -0.062, -0.214], [-0.028, -0.122, 0.146], [0.022, 0.197, -0.048], [0.013, 0.029, -0.062], [-0.029, -0.266, 0.000], [-0.005, 0.005, 0.001], [-0.001, 0.002, 0.007], [-0.017, 0.036, 0.036], [-0.001, 0.001, -0.010], [0.003, -0.002, 0.002], [-0.002, -0.001, -0.010], [0.000, -0.007, 0.003], [0.001, 0.003, -0.001], [0.027, 0.022, -0.022], [0.003, 0.007, -0.008], [0.019, 0.007, 0.015], [0.012, -0.005, -0.003], [0.005, 0.007, 0.001], [-0.033, 0.004, 0.012], [0.030, 0.028, -0.035], [0.030, 0.018, 0.083], [0.208, -0.153, -0.265], [-0.041, -0.018, -0.028], [0.048, 0.020, -0.002], [0.015, 0.023, 0.000], [0.004, 0.014, -0.010], [0.008, -0.008, 0.013], [-0.029, 0.001, 0.015], [-0.018, 0.012, 0.018], [0.009, -0.022, 0.046], [0.004, 0.011, 0.008], [0.009, -0.001, 0.008], [-0.018, 0.001, 0.007], [-0.046, 0.008, -0.026], [0.030, -0.109, -0.030], [-0.110, 0.145, 0.080], [-0.038, -0.005, 0.004], [0.004, 0.016, 0.004], [0.032, 0.021, -0.055], [-0.002, 0.004, -0.003], [-0.003, 0.003, 0.004], [0.001, -0.002, 0.001], [-0.003, -0.002, 0.009], [-0.053, -0.056, 0.040], [-0.005, -0.002, -0.006], [-0.002, -0.003, -0.001], [0.002, -0.003, -0.004], [-0.028, -0.028, -0.007], [-0.002, 0.089, -0.019], [-0.092, -0.112, 0.221], [-0.122, -0.074, -0.180], [0.137, -0.072, -0.132], [0.104, 0.061, -0.119], [0.123, 0.196, 0.084]], "de_lowest_kcal_mol": 78.1, "e_lumo_ev": [-1.2, -1.2], "gap_ev": [7.398, 5.891], "homo_ev": [-8.622, -7.041], "fmax_ev_per_a": 0.50}